1.
{"formula": "C4H7N", "method": "the ωB97M-V functional and the def2-TZVPD basis", "orbital_gap_ev": [7.287, 5.886], "multiplicity": 1, "de_lowest_kcal_mol": 125.9, "energy_ha": -211.16000, "max_force_ev_per_a": 3.00, "elements": ["N", "C", "C", "C", "C", "H", "H", "H", "H", "H", "H", "H"], "coordinates": [[-2.365538, 0.674453, -0.386724], [1.426067, 0.729410, -0.154210], [0.828861, -0.354340, 0.681847], [-0.423957, -0.942388, 0.445773], [-1.440805, 0.045256, 0.103109], [2.504783, 0.795890, -0.006654], [1.468623, -0.908304, 1.352688], [1.004197, 1.712638, 0.102918], [-0.744546, -1.125598, -0.704342], [-2.706444, 0.468453, -1.331193], [-0.808239, -1.693003, 1.132233], [1.256998, 0.597532, -1.235444]], "atomic_forces_ev_per_a": [[0.5, -0.5, -0.3], [-0.4, 0.1, 0.1], [1.8, -1.3, 0.0], [-0.2, 1.3, -0.8], [-2.6, 1.1, 0.9], [-0.1, 0.0, 0.0], [0.2, 0.0, -0.1], [0.0, 0.1, -0.1], [0.8, -0.8, 0.5], [0.0, 0.1, -0.3], [0.0, 0.0, -0.3], [-0.1, -0.1, 0.1]], "mulliken_charge": [-0.50, -1.09, -0.26, -0.31, 0.21, 0.32, 0.35, 0.27, 0.14, 0.25, 0.34, 0.30]}

***

2.
{"formula": "C3H5NO2", "method": "the ωB97M-V functional and the def2-TZVPD basis", "orbital_gap_ev": [11.220, 6.086], "multiplicity": 2, "de_lowest_kcal_mol": 6.8, "energy_ha": -322.17463, "s2": 0.77, "max_force_ev_per_a": 2.52, "total_charge": 1, "elements": ["O", "O", "N", "C", "C", "C", "H", "H", "H", "H", "H"], "coordinates": [[2.659187, -0.954486, 0.341423], [-0.334135, 1.695350, -1.268513], [0.961209, 0.330768, -0.175248], [-0.348865, 0.717146, -0.569010], [-1.475970, -0.054550, 0.004580], [1.489713, -0.690017, 0.549064], [-1.758053, -0.850902, -0.689068], [1.642912, 1.005817, -0.546494], [-2.317411, 0.591504, 0.259723], [-1.274972, -0.524578, 0.971548], [0.756385, -1.266052, 1.121993]], "atomic_forces_ev_per_a": [[0.4, 0.0, 0.3], [-0.4, -0.8, 0.5], [2.4, 0.6, 0.2], [-0.8, 0.9, -0.1], [-0.6, -0.3, 0.6], [-1.8, 0.2, -0.6], [-0.2, 0.2, 0.0], [0.0, -0.4, -0.2], [0.0, 0.1, -0.7], [0.5, -0.1, -0.2], [0.5, -0.4, 0.3]], "mulliken_charge": [-0.15, -0.38, -0.11, 0.77, -1.07, 0.28, 0.34, 0.32, 0.32, 0.33, 0.34]}

***

3.
{"formula": "C20H30N4O2ReS2", "method": "the ωB97M-V functional and the def2-TZVPD basis", "orbital_gap_ev": [7.514, 7.432], "multiplicity": 2, "de_lowest_kcal_mol": 0.0, "energy_ha": -2023.73144, "s2": 0.78, "max_force_ev_per_a": 0.79, "total_charge": 2, "elements": ["Re", "S", "S", "O", "O", "N", "N", "N", "N", "C", "C", "C", "C", "C", "C", "C", "C", "C", "C", "C", "C", "C", "C", "C", "C", "C", "C", "C", "C", "H", "H", "H", "H", "H", "H", "H", "H", "H", "H", "H", "H", "H", "H", "H", "H", "H", "H", "H", "H", "H", "H", "H", "H", "H", "H", "H", "H", "H", "H"], "coordinates": [[-0.548357, -0.194584, 0.265730], [0.437012, -2.079711, -0.704369], [1.746731, 1.855530, 1.551117], [-0.001323, 0.730706, -1.962989], [-1.909599, -0.238979, -1.475301], [-3.073394, 0.103807, -3.739334], [1.637016, -4.253481, 0.129726], [0.484246, 0.792220, 1.681042], [0.857427, -2.915724, 1.820711], [-2.898866, -1.732902, 1.601181], [-3.103216, -2.364353, 2.982013], [-2.814888, -2.833841, 0.546633], [4.121774, -0.232938, -0.956632], [2.233470, 3.614197, -0.507801], [3.031511, 0.470349, -0.476236], [5.296551, 0.111452, 1.126114], [-4.092591, -0.813620, 1.273784], [3.093043, 0.985228, 0.815427], [1.263042, 3.029701, 0.296337], [-0.058478, 3.449108, 0.262825], [-1.138330, 0.380600, -2.278162], [4.209392, 0.814783, 1.625301], [-1.701642, 0.715239, -3.647597], [1.009260, -3.155976, 0.533167], [0.532451, 5.022594, -1.459671], [5.248540, -0.410174, -0.158057], [-0.420341, 4.447069, -0.629139], [1.856170, 4.611789, -1.393279], [-1.695779, -0.808959, 1.633837], [-1.068135, 0.316745, -4.435638], [2.602849, 5.073003, -2.025066], [-3.205245, -1.600319, 3.754692], [2.163907, 0.637474, -1.103288], [-0.795451, 3.028834, 0.930303], [-2.263569, -3.011267, 3.251340], [-4.194760, -0.009480, 2.005042], [-3.283224, -0.256071, -2.789391], [6.179315, -0.019464, 1.736689], [-1.445195, 4.793003, -0.651677], [4.101217, -0.633758, -1.961266], [-2.693857, -2.426671, -0.458738], [-1.982298, -3.513065, 0.741116], [-1.771935, 1.793766, -3.764357], [-3.106840, -0.679971, -4.391817], [0.248383, 5.810729, -2.144277], [6.100714, -0.950988, -0.548230], [1.736945, -4.435929, -0.854855], [-3.789976, 0.773666, -4.018905], [-3.965420, -0.363144, 0.286627], [-5.015941, -1.396219, 1.283564], [2.025765, -4.921755, 0.775839], [1.144333, -3.573239, 2.528733], [4.233689, 1.234534, 2.623155], [-4.005471, -2.977248, 2.993297], [3.267536, 3.304104, -0.449232], [-1.620436, -0.332341, 2.628828], [-3.731830, -3.424998, 0.560967], [0.322374, -2.096313, 2.081432], [0.211726, 0.757253, 2.658737]], "atomic_forces_ev_per_a": [[0.4, -0.4, 0.6], [-0.1, 0.0, 0.0], [0.1, 0.0, 0.1], [0.1, 0.2, 0.1], [-0.1, 0.0, 0.0], [0.0, 0.0, -0.1], [0.0, 0.0, 0.0], [-0.2, 0.1, -0.5], [-0.1, 0.1, 0.0], [0.0, 0.1, 0.0], [0.0, 0.0, 0.0], [0.0, 0.0, -0.1], [0.0, 0.0, 0.0], [0.0, -0.1, 0.0], [0.0, 0.1, 0.0], [0.0, 0.0, 0.0], [0.0, 0.0, 0.1], [0.0, 0.0, 0.0], [0.0, -0.1, 0.0], [0.0, 0.0, -0.1], [-0.1, 0.0, 0.1], [0.0, 0.0, 0.0], [0.0, -0.1, 0.0], [0.1, -0.1, -0.1], [0.0, 0.0, 0.0], [0.0, 0.0, 0.0], [0.0, 0.0, 0.0], [0.0, 0.0, 0.0], [0.2, 0.1, -0.3], [0.0, 0.0, 0.0], [0.0, 0.0, 0.0], [0.0, 0.0, 0.0], [0.0, 0.0, 0.0], [-0.1, -0.1, 0.1], [0.0, 0.0, 0.0], [0.0, 0.0, 0.0], [0.0, 0.0, 0.0], [0.0, 0.0, 0.0], [0.0, 0.0, 0.0], [0.0, 0.0, 0.0], [0.0, 0.0, 0.0], [0.0, 0.0, 0.0], [0.0, 0.0, 0.0], [0.0, 0.0, 0.0], [0.0, 0.0, 0.0], [0.0, 0.0, 0.0], [0.0, 0.0, 0.0], [0.0, 0.0, 0.0], [0.0, 0.0, 0.0], [0.0, 0.0, 0.0], [0.0, 0.0, 0.0], [0.0, 0.0, 0.0], [0.0, 0.0, 0.0], [0.0, 0.0, 0.0], [0.0, 0.0, 0.0], [-0.2, 0.1, 0.0], [0.0, 0.0, 0.0], [0.0, 0.0, 0.0], [0.0, 0.0, 0.0]], "mulliken_charge": [0.32, -0.59, -0.10, -0.47, -0.83, -0.15, -0.43, -0.24, -0.29, 2.71, -1.84, -1.53, -1.09, -0.38, 0.00, -0.66, -1.55, 0.66, 0.68, -0.52, 0.66, -0.47, -0.69, 1.04, -0.53, -0.53, -0.75, -0.67, -0.87, 0.34, 0.43, 0.42, 0.68, 0.57, 0.37, 0.38, 0.22, 0.43, 0.47, 0.49, 0.15, 0.26, 0.31, 0.40, 0.44, 0.44, 0.20, 0.40, 0.14, 0.49, 0.20, 0.25, 0.45, 0.46, 0.48, 0.27, 0.52, 0.14, 0.28]}

***

4.
{"formula": "C4H9N2S", "method": "the ωB97M-V functional and the def2-TZVPD basis", "orbital_gap_ev": 9.934, "multiplicity": 1, "de_lowest_kcal_mol": 102.8, "energy_ha": -665.12859, "max_force_ev_per_a": 4.01, "total_charge": 1, "elements": ["S", "N", "N", "C", "C", "C", "C", "H", "H", "H", "H", "H", "H", "H", "H", "H"], "coordinates": [[1.183944, -1.759356, 0.277260], [2.438053, 0.997596, 0.256606], [-0.400784, 0.713612, 0.710678], [0.186530, -0.007139, -0.255909], [-2.877363, -0.601137, 0.293356], [-3.147706, -0.096903, -0.745774], [1.642209, 0.297682, -0.524736], [-3.548382, 0.116545, -1.684411], [3.449822, 0.879619, 0.240938], [2.025155, 1.387889, 1.159950], [-2.593652, -0.957550, 1.346540], [1.314065, -2.377769, -0.880542], [1.956480, 0.114555, -1.461878], [0.156712, 1.066107, 1.470086], [-1.422972, 0.532769, 0.877891], [-0.362106, -0.306518, -1.080049]], "atomic_forces_ev_per_a": [[-0.1, 0.6, 0.6], [-1.1, 1.1, 2.3], [-1.6, -0.4, 0.4], [3.6, 1.3, 1.1], [0.8, -1.3, 3.7], [-0.4, -0.3, -0.4], [-2.3, -0.4, 2.8], [-0.2, 0.6, -0.9], [-0.4, 0.2, -0.2], [1.3, -0.8, -1.8], [-0.8, 0.5, -2.4], [-0.1, -0.2, -0.7], [1.2, -1.1, -3.0], [-0.3, 0.0, 0.1], [1.7, 0.6, -0.2], [-1.2, -0.4, -1.4]], "mulliken_charge": [-0.14, -0.40, -0.34, 0.04, -0.62, -0.22, -0.08, 0.42, 0.26, 0.21, 0.44, 0.21, 0.51, 0.18, 0.13, 0.40]}